# 1
Below is the molecule C20H14F9NO2 in a non-equilibrium geometry, with properties calculated with wB97M-V/def2-TZVPD.

XYZ file:
```
46
Properties=species:S:1:pos:R:3:forces:R:3:mulliken_charge:R:1
F 1.6883 -2.0652 -5.3474 -0.40 -0.79 0.45 -0.223
F 2.4358 -4.0174 -4.6967 -1.37 0.77 0.07 -0.247
F 0.4871 -3.8649 -5.7138 0.76 0.69 1.12 -0.248
F -0.5856 -2.3858 -3.6990 1.45 -0.38 0.34 -0.288
F 0.2024 -4.3155 -3.0540 0.67 0.68 0.11 -0.273
F -0.4395 -1.8146 -0.9714 0.93 -0.77 -0.40 -0.303
F 0.8971 -3.5632 -0.5623 -0.80 -1.20 0.02 -0.316
F 2.7536 -2.7229 -2.3813 -1.18 0.00 0.10 -0.315
F 1.4959 -1.0308 -2.9735 -0.16 -0.50 0.54 -0.323
O -3.3308 5.1546 0.5401 -1.72 0.65 0.73 -0.625
O -3.2050 3.7079 2.6996 0.59 -0.52 -0.06 -0.713
C -0.1117 -2.1461 3.3079 -0.03 1.57 -1.04 -1.036
C -1.6139 4.0000 -0.5755 -0.06 -0.01 0.35 -1.123
C -0.8039 -0.9438 3.4901 0.29 -0.19 0.55 -0.771
C 0.7218 -2.2928 2.1975 -0.47 0.01 0.51 -0.632
C -0.6555 3.0099 -0.5243 0.17 0.07 -0.20 -0.781
C -2.4093 4.1980 0.5514 0.47 0.05 -1.07 0.004
C -2.3155 3.4285 1.6748 1.49 -2.01 0.40 0.689
C -1.3496 2.3791 1.7120 -0.51 0.13 0.42 1.189
C -0.5431 0.1550 2.6709 0.78 -0.46 -1.08 0.515
C 0.9699 -1.2386 1.3182 -0.88 0.38 -0.06 -0.516
C -0.4933 2.1974 0.6195 -0.05 0.77 -0.38 -0.170
C 0.3708 0.0344 1.5788 -0.06 -0.42 0.47 -0.023
N 2.2562 -0.2195 -0.4652 0.92 -0.70 -0.38 -0.487
C -1.2355 1.4638 2.9497 -0.80 -0.03 -1.14 -1.118
C 1.3092 -3.2439 -4.8167 0.82 -0.79 -1.73 0.615
C 1.7529 -1.5079 0.0205 -0.24 1.55 0.90 -0.109
C 0.5885 -3.0791 -3.4574 -1.19 -0.41 -0.72 0.528
C 0.8444 -2.3032 -0.9783 1.37 1.81 0.35 1.158
C 1.4563 -2.2893 -2.4338 -0.60 0.44 -0.08 0.385
C 1.2638 0.8489 -0.6170 0.36 -0.16 -0.50 -1.283
C 0.7103 1.2879 0.7298 -0.59 -1.41 0.52 0.939
H -3.8926 4.9116 1.3103 0.03 0.89 -0.61 0.359
H -2.9935 3.1007 3.4249 -0.28 0.30 -0.12 0.324
H -0.2058 -2.9436 3.9925 -0.31 -0.78 0.58 0.467
H -1.7505 4.6429 -1.4569 0.04 -0.37 0.53 0.387
H -1.5055 -0.8361 4.3423 0.47 -0.06 -0.64 0.355
H 1.0986 -3.2993 2.0630 0.42 0.18 -0.37 0.404
H -0.0375 2.9370 -1.4257 -0.01 -0.35 0.58 0.242
H 2.7818 -0.3901 -1.3384 -0.44 0.58 0.88 0.412
H -2.2414 1.2112 3.3626 0.52 0.29 -0.27 0.671
H -0.6932 1.9722 3.7174 0.40 0.52 0.73 0.356
H 2.6119 -2.1412 0.3017 -0.36 0.10 -0.52 0.638
H 0.4514 0.4684 -1.2477 -0.19 0.57 -0.07 0.437
H 1.7722 1.7120 -1.1029 -0.40 -0.69 0.15 0.522
H 1.4922 1.8334 1.2637 0.13 -0.02 0.06 0.325
```
Positions in Å, forces in eV/Å.

The calculation puts the total energy at -1874.5884 a.u. The value obtained for the LUMO energy is 0.45 eV. Its structure (SMILES) is Oc1ccc2c(c1O)Cc1cccc3c1[C@H]2CN[C@@H]3C(F)(F)C(F)(F)C(F)(F)C(F)(F)F. The HOMO-LUMO gap comes out at 8.71 eV. The net charge is 0. The calculation puts the molecular weight at 471.32 u.


# 2
Below is the molecule C20H14N2O3 in a non-equilibrium geometry, with properties calculated with wB97M-V/def2-TZVPD.

XYZ file:
```
39
Properties=species:S:1:pos:R:3:forces:R:3:mulliken_charge:R:1
O -3.3218 2.2329 -0.1010 0.95 -0.34 -0.79 -0.754
O -1.6545 2.1971 1.3329 1.84 -0.78 -0.57 -0.655
O 1.5170 -0.4149 2.7100 0.38 0.28 0.00 -0.448
C -2.0989 2.0843 0.1627 -2.94 0.97 1.56 0.334
C 0.4485 0.5680 0.3610 -2.05 -1.98 -0.75 0.897
C -0.8023 2.2166 -3.3899 -0.23 0.27 -0.32 -0.548
C 0.3325 1.4535 -3.3138 0.83 -0.65 -0.19 -0.668
C -0.9048 -1.5328 0.2296 -1.38 -1.25 -0.16 -0.796
C -1.5571 2.3498 -2.2594 -0.46 0.64 1.08 -0.695
C 0.7006 0.8299 -2.1238 0.32 0.39 0.26 -0.166
C -1.2450 -2.8005 0.7104 0.48 1.71 -0.86 -0.993
C 0.1946 -2.4855 2.5920 1.78 2.57 0.55 -1.160
C 2.9560 3.1994 1.1645 -2.28 0.28 -2.26 -0.996
C 0.5724 -1.1887 2.0878 -0.39 -0.93 0.08 0.285
C 0.0054 -0.7244 0.9064 0.95 1.93 -0.64 0.843
C -1.2147 1.8246 -1.0128 1.38 -0.81 -0.90 0.610
C -0.0246 1.0544 -0.9500 -1.45 0.39 -0.41 -0.687
C -0.6726 -3.2802 1.8960 -0.35 -1.53 -0.33 1.186
C 3.5009 2.6768 2.3072 0.02 -0.99 1.45 1.094
C 2.9951 1.4729 2.8080 -0.01 -1.07 0.84 -0.691
C 1.8802 2.5617 0.5160 1.70 0.59 0.36 -0.812
C 1.9782 0.7712 2.1626 0.04 -0.04 0.35 -0.087
C 1.4218 1.2921 0.9634 1.35 0.67 1.62 0.986
N -0.9880 -4.5911 2.2832 0.96 0.39 0.78 -0.534
N 4.5029 3.3297 2.9758 -0.10 -0.68 1.59 -0.528
H -1.1138 2.7394 -4.2970 0.26 -0.27 0.20 0.391
H 0.9714 1.3630 -4.1804 0.08 -0.20 -0.06 0.394
H -1.3901 -1.1011 -0.6569 0.29 -0.47 0.31 0.516
H -2.3979 3.0080 -2.2525 -0.68 0.06 -0.07 0.493
H 1.6282 0.2658 -2.0801 -0.11 -0.04 -0.03 0.426
H -1.8876 -3.4575 0.1558 -0.35 0.02 -0.21 0.315
H 0.6742 -2.7874 3.5092 -0.02 -0.26 0.13 0.411
H 3.2785 4.1853 0.8460 -0.06 -0.12 -0.21 0.283
H 3.4353 1.0852 3.7355 -0.33 -0.01 -0.41 0.369
H 1.4277 3.0174 -0.3699 0.12 -0.21 0.44 0.491
H -1.4246 -5.1823 1.5843 0.27 0.22 0.33 0.214
H -0.3483 -5.0652 2.9536 -0.94 0.64 -1.01 0.225
H 4.7234 4.2443 2.6568 0.12 0.60 -0.15 0.222
H 4.5396 3.2261 4.0148 0.01 0.03 -1.59 0.235
```
Positions in Å, forces in eV/Å.

The calculation puts the total energy at -1105.7455 a.u. The value obtained for the LUMO energy is -1.64 eV. The HOMO-LUMO gap comes out at 5.53 eV. The net charge is 0. The calculation puts the molecular weight at 330.34 u. The value obtained for the energy above the lowest of the compared OMol25 structures with the same formula, charge and spin is 7.47 kJ/mol.


# 3
Below is the molecule C20H14N2O3S2 in a non-equilibrium geometry, with properties calculated with wB97M-V/def2-TZVPD.

XYZ file:
```
41
Properties=species:S:1:pos:R:3:forces:R:3:mulliken_charge:R:1
O 4.6416 -3.8345 3.1927 -0.02 -0.06 -0.72 -0.609
O -2.8985 -0.2426 2.5772 -0.49 0.32 -0.45 -0.565
O -0.0990 1.4080 -0.9888 -1.06 -0.06 0.14 -0.652
S 0.0446 -1.7118 3.2617 -0.29 -0.02 0.06 -0.417
S 4.0450 -1.8726 1.5052 -1.20 -0.07 0.07 -0.131
C 3.7864 -3.1202 2.7045 1.26 -0.65 1.91 0.462
C -0.5466 -0.5697 1.9990 1.08 -0.21 -0.29 -0.538
C 1.6884 -2.0723 2.7107 1.41 1.54 -1.88 -0.285
C -1.8115 -0.1089 1.7904 0.70 -0.12 -0.52 0.376
C -0.5187 0.7135 0.1073 1.74 -1.35 1.60 -0.035
C 2.3613 -1.3455 1.7549 -1.02 -0.47 0.19 -0.002
C 0.3033 -0.0253 0.9578 -0.33 -0.25 -0.11 -0.363
C -5.0638 2.4227 -1.4347 0.95 -0.09 0.90 -0.369
C 3.1379 -0.4569 -3.2606 -0.65 -0.54 0.93 -0.311
C -5.1573 1.0756 -1.0525 0.75 1.21 -0.36 -0.688
C -3.9067 3.1997 -1.1091 -1.24 -0.54 -0.43 -0.706
C 3.5459 0.6061 -2.4545 0.24 -0.17 -0.26 -0.746
C 2.3055 -1.4418 -2.7054 -0.22 0.47 0.53 -0.851
C -4.0726 0.4947 -0.3920 0.13 -0.74 0.37 0.011
C -2.8602 2.6117 -0.4296 -0.25 -0.89 0.17 -0.126
C 3.1584 0.6223 -1.1140 0.09 0.58 0.14 0.540
C 1.8753 -1.3477 -1.3606 -0.38 -1.21 -1.32 0.584
C -2.9353 1.2256 -0.0799 -0.25 1.56 -0.08 -0.118
C 2.2885 -0.3143 -0.5597 0.74 0.21 0.30 -1.405
N 2.5257 -3.0721 3.2356 -1.82 0.53 0.10 -0.080
N -1.8345 0.6324 0.5954 1.07 0.34 -0.48 0.377
C 1.8455 -0.2143 0.8988 -1.12 0.97 0.03 1.540
H -3.4968 0.4735 2.3084 -0.19 -0.27 0.34 0.339
H 0.7093 0.9681 -1.3100 -0.26 0.12 0.06 0.351
H -5.9107 2.8953 -1.8944 -0.14 0.14 -0.32 0.395
H 3.4454 -0.5819 -4.2830 0.12 0.28 -0.25 0.415
H -6.0284 0.5035 -1.3367 -0.01 -0.09 0.19 0.386
H -3.8717 4.2672 -1.3855 0.00 -0.72 0.19 0.337
H 4.1788 1.3932 -2.8926 -0.28 -0.41 0.48 0.368
H 1.9367 -2.2492 -3.3386 0.19 0.11 0.26 0.370
H -4.0864 -0.5592 -0.0833 -0.10 0.41 -0.26 0.388
H -2.0131 3.2282 -0.1578 0.16 -0.30 0.05 0.394
H 3.5188 1.3865 -0.4346 0.05 0.23 -0.23 0.353
H 1.2102 -2.1197 -0.9514 0.24 0.33 -0.19 0.442
H 2.3087 -3.5937 4.0843 0.27 0.14 -0.53 0.226
H 2.2505 0.7264 1.3256 0.13 -0.29 -0.33 0.344
```
Positions in Å, forces in eV/Å.

The calculation puts the total energy at -1902.1391 a.u. The value obtained for the LUMO energy is 0.47 eV. Its structure (SMILES) is O=c1[nH]c2c(s1)[C@@H](c1ccccc1)c1c(c(O)n(-c3ccccc3)c1O)S2. The HOMO-LUMO gap comes out at 7.81 eV. The net charge is 0. The calculation puts the molecular weight at 394.48 u.


# 4
Below is a structure of composition C20H14N4O4PbS2Se in a non-equilibrium geometry, with properties calculated with wB97M-V/def2-TZVPD.

XYZ file:
```
46
Properties=species:S:1:pos:R:3:forces:R:3:mulliken_charge:R:1
Pb -1.0577 1.2220 -0.5488 0.23 -1.56 0.23 1.337
Se -2.9806 -5.1371 4.4167 0.14 1.09 -0.82 0.329
N -2.3737 -3.4435 4.7146 -0.38 -0.51 -1.49 -0.776
C -2.4188 -2.8287 3.5428 -0.84 -0.84 0.11 0.684
C -1.9836 -1.4503 3.3630 0.41 0.74 -1.64 0.488
C -1.4613 -0.6810 4.4058 -0.06 0.67 -0.51 -0.518
C -1.0225 0.6195 4.1696 -0.08 0.29 -0.44 -0.857
C -1.1024 1.1405 2.8695 0.11 -0.65 -0.32 -0.075
N -1.5231 0.4017 1.8219 -0.16 -0.70 0.22 -0.309
C -1.9760 -0.8901 2.0361 0.22 0.79 1.04 -0.126
C -2.4331 -1.6691 0.8795 -1.05 -1.54 -0.16 -0.007
N -2.4143 -1.0983 -0.3525 1.28 0.72 1.59 -0.399
C -2.5986 -1.8578 -1.3964 -0.64 -0.62 -1.50 -0.188
C -2.9576 -3.2051 -1.3281 -0.42 -0.44 -0.56 -0.679
C -3.1769 -3.7918 -0.0907 -0.02 0.53 -0.80 -0.469
C -2.9206 -3.0299 1.0416 1.03 1.66 0.73 0.593
C -2.9636 -3.5980 2.3992 1.04 0.11 0.67 0.658
N -3.2690 -4.8496 2.6388 0.08 0.52 1.01 -0.766
H -1.4434 -1.1266 5.3778 0.15 -0.08 0.50 0.593
H -0.5958 1.2745 4.9325 -0.27 -0.46 -0.05 0.412
H -0.7691 2.1621 2.6260 -0.16 -0.56 0.28 0.442
H -2.5289 -1.3814 -2.3827 0.02 -0.17 0.39 0.444
H -3.1361 -3.7545 -2.2749 0.21 0.38 0.84 0.380
H -3.5443 -4.8032 -0.0147 0.07 -0.12 0.15 0.536
O -3.9083 2.6635 -1.1229 -0.84 -0.67 1.37 -0.477
S -3.1250 3.7510 -0.6343 3.87 0.58 -3.02 1.099
O -1.8605 3.3146 0.1256 -2.88 1.31 -0.20 -0.439
O -2.7603 4.6481 -1.7474 -0.99 -0.22 3.03 -0.401
S -4.2321 4.7485 0.9501 0.50 -0.29 -0.88 0.413
C 1.7995 2.8516 -2.8306 1.34 0.28 -0.08 -1.310
C 2.3073 1.7035 -1.9754 0.33 -1.48 -0.35 1.009
O 1.5828 1.1318 -1.1201 0.37 1.08 -0.90 -0.630
C 3.7166 1.1623 -2.2506 -1.78 -0.51 1.63 0.546
C 4.6026 1.8490 -3.0298 1.72 0.51 -1.05 -0.185
C 5.9707 1.4478 -3.0942 -1.35 0.48 0.49 -0.839
C 6.3308 0.3255 -2.3886 0.69 -0.25 0.49 -0.289
C 5.4206 -0.4390 -1.6441 -0.37 0.73 -0.35 -0.586
C 4.1224 -0.0100 -1.5384 -1.14 0.52 0.16 -0.322
H 0.7238 2.9353 -2.8308 -0.30 -0.12 -0.05 0.289
H 2.2184 2.8065 -3.8694 -0.63 -0.14 0.92 0.371
H 2.2110 3.7915 -2.4112 -0.21 -0.35 -0.09 0.380
H 4.3053 2.7233 -3.6103 0.06 -0.16 0.32 0.217
H 6.7192 2.0905 -3.5526 -0.27 -0.29 -0.17 0.382
H 7.3790 0.0604 -2.2815 -0.07 -0.03 -0.38 0.361
H 5.7675 -1.2937 -1.1129 0.16 -0.50 0.30 0.422
H 3.3597 -0.4862 -0.8770 0.91 0.28 -0.69 0.260
```
Positions in Å, forces in eV/Å.

The calculation puts the total energy at -4680.5133 a.u. The value obtained for the LUMO energy (spin up / spin down) is -11.48 / -11.63 eV. The HOMO-LUMO gap (spin up / spin down) comes out at 2.34 / 2.19 eV. The net charge is +2. The calculation puts the molecular weight at 724.65 u. The value obtained for the energy above the lowest of the compared OMol25 structures with the same formula, charge and spin is 52.54 kJ/mol.


> Which value of total energy does entry 2 give?

-1105.7455 a.u.


> Which of these has the lowest total energy?

C20H14N4O4PbS2Se